The following is a DFT calculation (the ωB97M-V functional and the def2-TZVPD basis) of a 2-piece molecular cluster, C5H15N2 overall.

Each line ends with the Löwdin charge.
Positions of all 22 atoms, in Å:
C (-0.41951, 1.79076, 1.67179)  -0.07
C (-1.30314, 0.83196, 0.86453)  -0.20
C (-0.68237, 0.38961, -0.41969)  0.07
C (0.48137, -0.49354, -0.40870)  -0.16
C (0.46959, -1.78817, 0.47509)  -0.22
N (-0.30000, -2.85620, -0.03251)  0.06
N (1.44370, 1.80291, -1.93493)  0.07
H (0.56047, 1.34078, 1.92296)  0.09
H (-0.07359, 2.62041, 1.05006)  0.08
H (-1.57383, -0.03667, 1.47286)  0.14
H (-2.21017, 1.41058, 0.65903)  0.13
H (1.97034, 2.61132, -1.62025)  0.04
H (-1.45882, 0.13806, -1.14706)  0.15
H (0.65254, -0.76029, -1.44998)  0.12
H (1.39768, 0.02863, -0.10497)  0.14
H (0.00923, -1.45175, 1.43797)  0.12
H (1.42617, -2.16547, 0.79726)  0.13
H (0.16193, -3.64986, -0.43768)  0.10
H (-1.29584, -2.83304, 0.04291)  0.10
H (0.57142, 1.66463, -1.41755)  -0.03
H (1.16307, 1.96652, -2.89682)  0.04
H (-0.83004, 2.15199, 2.61299)  0.09

Calculated values
Orbital gap (eV): 6.44
Energy above the lowest of the compared OMol25 structures with the same formula, charge and spin (kcal/mol): 93.36
HOMO (eV): -13.51
Net charge: +1
Lowest unoccupied orbital energy (eV): -7.06

The following is a DFT calculation (the ωB97M-V functional and the def2-TZVPD basis) of an isolated ion of composition C5H15N2 and charge +1.

Each line ends with the Löwdin charge.
Positions of all 22 atoms, in Å:
N (-0.91976, -0.22914, 2.27002)  0.00
C (-1.12811, 1.08873, 1.65229)  -0.19
C (0.00019, 1.37976, 0.55716)  -0.08
N (0.64546, 0.07871, 0.13558)  0.02
C (1.22978, -1.78676, -1.31955)  -0.04
C (0.18868, -0.72260, -1.10457)  -0.35
C (0.00864, 0.24474, -2.25362)  -0.04
H (-0.88939, -0.21563, 3.28139)  0.10
H (0.39558, -0.46618, 1.03186)  0.14
H (-1.74875, -0.77849, 2.06196)  0.09
H (-2.15108, 1.18074, 1.28404)  0.12
H (-1.10209, 1.86652, 2.42039)  0.12
H (-0.57951, 1.78320, -0.26853)  0.10
H (0.80097, 2.05575, 0.83052)  0.13
H (1.64246, 0.19894, 0.29674)  0.17
H (0.80963, -2.59960, -1.90979)  0.10
H (2.15971, -1.33504, -1.67100)  0.10
H (1.51277, -2.25916, -0.37008)  0.09
H (-0.74099, -1.13574, -0.72543)  0.15
H (0.70226, 1.08473, -2.33292)  0.10
H (-0.91694, 0.81115, -2.08689)  0.08
H (-0.00589, -0.34694, -3.16776)  0.10

Calculated values
Orbital gap (eV): 11.95
SMILES: CC(C)[NH2+]CCN
Energy above the lowest of the compared OMol25 structures with the same formula, charge and spin (kcal/mol): 17.77
HOMO (eV): -14.73
Net charge: +1
Lowest unoccupied orbital energy (eV): -2.77

The following is a DFT calculation (the ωB97M-V functional and the def2-TZVPD basis) of an isolated ion of composition C5H15N2 and charge +1.

Each line ends with the Löwdin charge.
Positions of all 22 atoms, in Å:
N (1.81274, -0.51412, -0.21964)  0.23
C (0.61384, 0.12307, 0.46898)  -0.26
C (-0.04976, 1.06446, -0.54508)  -0.38
C (-0.74736, 0.27749, -1.70272)  -0.04
C (-1.04304, 1.93412, 0.17948)  -0.07
C (-0.36874, -0.87274, 1.11684)  -0.17
N (0.18842, -2.26172, 1.00579)  0.01
H (2.39370, -1.05728, 0.41538)  0.17
H (2.31935, 0.24829, -0.65647)  0.17
H (1.46347, -1.15562, -0.91739)  0.15
H (1.00723, 0.76035, 1.26608)  0.15
H (0.67866, 1.77147, -0.96164)  0.14
H (-0.10321, -0.22315, -2.42628)  0.08
H (-1.48284, 0.89690, -2.20583)  0.09
H (-1.23071, -0.61126, -1.28575)  0.07
H (-1.41482, 1.59750, 1.16953)  0.09
H (-1.91747, 2.32109, -0.33496)  0.09
H (-0.54317, 2.78613, 0.67823)  0.10
H (-1.34784, -0.86244, 0.66371)  0.11
H (-0.28970, -0.70682, 2.19056)  0.13
H (0.22595, -2.73983, 1.88058)  0.07
H (-0.16470, -2.77587, 0.22059)  0.07

Calculated values
Orbital gap (eV): 10.41
SMILES: CC(C)[C@H]([NH3+])CN
Energy above the lowest of the compared OMol25 structures with the same formula, charge and spin (kcal/mol): 24.49
HOMO (eV): -13.72
Net charge: +1
Lowest unoccupied orbital energy (eV): -3.31

The following is a DFT calculation (the ωB97M-V functional and the def2-TZVPD basis) of a 3-piece molecular cluster, C5H15N2 overall.

Each line ends with the Löwdin charge.
Positions of all 22 atoms, in Å:
N (0.15295, 2.23093, -0.15045)  0.08
C (-2.47210, 2.51110, 2.80380)  -0.04
C (-2.50934, 1.69385, 1.74074)  -0.09
N (0.50329, -0.62054, -0.30246)  0.36
C (1.27215, -1.46610, -2.48721)  0.03
C (0.81465, -1.84262, -1.00767)  -0.39
C (1.86084, -2.66941, -0.25048)  -0.03
H (0.26454, 2.64828, -1.04122)  0.03
H (0.63761, 2.76029, 0.59435)  0.07
H (0.48308, 1.24041, 0.04891)  0.00
H (-1.60191, 3.14807, 3.02425)  0.06
H (-3.39607, 2.59966, 3.30033)  0.03
H (-1.67649, 1.59645, 1.05786)  -0.03
H (-3.27541, 0.96295, 1.50581)  0.04
H (-0.42013, -0.28602, -0.35974)  0.08
H (1.70595, -2.39492, -2.90484)  0.12
H (2.15684, -0.81246, -2.36571)  0.10
H (0.62373, -0.99756, -3.20890)  0.09
H (-0.16886, -2.39375, -1.21886)  0.19
H (2.00542, -3.68095, -0.73724)  0.13
H (2.78946, -2.18133, -0.08133)  0.08
H (1.48135, -2.84276, 0.76167)  0.09

Calculated values
Orbital gap (eV): 3.47
Energy above the lowest of the compared OMol25 structures with the same formula, charge and spin (kcal/mol): 170.84
HOMO (eV): -12.53
Net charge: +1
Lowest unoccupied orbital energy (eV): -9.07

The following is a DFT calculation (the ωB97M-V functional and the def2-TZVPD basis) of an isolated ion of composition C5H15N2 and charge +1.

Each line ends with the Löwdin charge.
Positions of all 22 atoms, in Å:
C (-0.24497, -0.16403, 1.63557)  -0.11
C (0.83906, -0.40529, 0.65887)  -0.24
C (0.39628, -1.09915, -0.64307)  -0.22
C (-0.94768, -0.73540, -1.26299)  -0.21
C (-1.00380, 0.56917, -1.97015)  -0.25
N (0.37517, 1.12166, -1.97199)  -0.04
N (0.39510, 0.68477, 2.82844)  0.21
H (-1.05666, 0.40495, 1.30571)  0.10
H (-0.68775, -1.07209, 2.08480)  0.15
H (1.37912, 0.55612, 0.41203)  0.13
H (1.60260, -1.06388, 1.09726)  0.12
H (0.55093, -2.27701, -0.37682)  0.16
H (1.22948, -0.93088, -1.42938)  0.12
H (-1.37346, -1.52261, -1.83708)  0.10
H (-1.62932, -0.74930, -0.35660)  0.11
H (-1.74593, 1.17441, -1.57621)  0.10
H (-1.22655, 0.37961, -2.99022)  0.10
H (1.30241, 0.78771, -2.37989)  0.11
H (0.18582, 1.85473, -2.66386)  0.07
H (0.78513, 1.54091, 2.53598)  0.14
H (-0.24841, 0.85113, 3.58594)  0.15
H (1.12344, 0.09447, 3.31368)  0.19

Calculated values
Orbital gap (eV): 8.62
SMILES: NCCCCC[NH3+]
Energy above the lowest of the compared OMol25 structures with the same formula, charge and spin (kcal/mol): 57.98
HOMO (eV): -12.24
Net charge: +1
Lowest unoccupied orbital energy (eV): -3.62

The following is a DFT calculation (the ωB97M-V functional and the def2-TZVPD basis) of an isolated ion of composition C5H15N2 and charge +2.

Each line ends with the Löwdin spin population.
Positions of all 22 atoms, in Å:
C (0.42478, -1.97580, -0.29616)  0.00
C (-0.03725, -1.12197, 0.88618)  0.01
C (0.87588, 0.03312, 1.33769)  0.09
C (0.93890, 1.40126, 0.53392)  0.09
N (-0.31752, 2.06440, 0.46073)  0.63
C (-1.32160, 1.82891, -0.52128)  0.09
N (-0.04148, -1.42278, -1.63928)  0.00
H (-0.10722, -2.92842, -0.27190)  0.00
H (1.49865, -2.13169, -0.32471)  0.00
H (-1.00897, -0.66090, 0.69780)  0.00
H (-0.22857, -1.78130, 1.72659)  0.00
H (1.92084, -0.28735, 1.24049)  0.01
H (0.77279, 0.26273, 2.38600)  0.00
H (1.37448, 1.21958, -0.42829)  0.00
H (1.58306, 1.96645, 1.18210)  0.02
H (-0.75722, 2.05581, 1.38551)  0.01
H (-1.93482, 2.70563, -0.69737)  0.02
H (-1.98837, 0.99622, -0.26051)  0.04
H (-0.92131, 1.63477, -1.49061)  0.00
H (-1.01987, -1.22179, -1.50118)  0.00
H (-0.07801, -2.08343, -2.43450)  0.00
H (0.37282, -0.55346, -1.97122)  0.00

Calculated values
Orbital gap (spin up / spin down) (eV): 12.64 / 9.33
Multiplicity: 2
Energy above the lowest of the compared OMol25 structures with the same formula, charge and spin (kcal/mol): 20.95
HOMO (spin up / spin down) (eV): -19.79 / -20.82
Net charge: +2
Lowest unoccupied orbital energy (spin up / spin down) (eV): -7.16 / -11.49

The following is a DFT calculation (the ωB97M-V functional and the def2-TZVPD basis) of an isolated ion of composition C5H15N2 and charge +2.

Each line ends with the Löwdin spin population.
Positions of all 22 atoms, in Å:
N (1.73720, -1.32632, 0.90237)  0.01
C (2.10644, -0.75657, -0.47187)  0.01
C (0.87284, -0.60824, -1.41189)  0.07
N (-0.38781, -0.37930, -0.66403)  0.67
C (-0.98717, 0.68236, 1.53208)  0.05
C (-0.89551, 0.83963, 0.00805)  0.08
C (-2.23442, 1.20714, -0.60583)  0.03
H (2.27975, -2.14369, 1.16908)  0.00
H (0.77039, -1.40959, 0.97164)  0.01
H (1.97782, -0.61316, 1.60468)  0.00
H (2.56505, 0.22852, -0.33961)  0.00
H (2.87372, -1.39031, -0.90539)  0.00
H (0.98330, 0.18637, -2.14720)  0.03
H (0.66277, -1.54012, -1.88734)  0.00
H (-1.15510, -0.75704, -1.23650)  0.01
H (-0.97132, 1.69863, 1.93962)  0.00
H (-2.01272, 0.43525, 1.83102)  0.00
H (-0.21672, 0.17561, 2.09702)  0.00
H (-0.15369, 1.61920, -0.21912)  0.02
H (-2.96901, 0.47742, -0.28100)  0.00
H (-2.27265, 1.21693, -1.69466)  0.00
H (-2.57315, 2.15725, -0.19112)  0.01

Calculated values
Orbital gap (spin up / spin down) (eV): 13.07 / 8.18
Multiplicity: 2
Energy above the lowest of the compared OMol25 structures with the same formula, charge and spin (kcal/mol): 36.30
HOMO (spin up / spin down) (eV): -20.40 / -20.48
Net charge: +2
Lowest unoccupied orbital energy (spin up / spin down) (eV): -7.34 / -12.30

The following is a DFT calculation (the ωB97M-V functional and the def2-TZVPD basis) of a 2-piece molecular cluster, C5H15N2O overall.

Each line ends with the Löwdin charge.
Positions of all 23 atoms, in Å:
C (-0.79672, 1.81937, 0.93001)  -0.01
C (2.60631, 0.03654, -0.52330)  -0.15
C (-1.30879, -1.41194, 0.80519)  -0.02
C (-1.05064, -1.01816, -1.60112)  0.03
C (-0.48586, 0.79356, -0.14530)  -0.34
N (1.81096, -0.34535, 0.64753)  0.05
N (-1.38128, -0.36531, -0.30204)  -0.12
O (-0.01293, 1.24359, -1.34646)  -0.02
H (-0.24862, 2.80281, 0.86424)  0.11
H (-0.67302, 1.39349, 1.92194)  0.08
H (-1.87672, 2.12970, 0.92790)  0.11
H (3.50676, 0.46108, -0.17081)  0.07
H (2.70045, -0.85216, -1.08287)  0.06
H (1.93649, 0.70340, -1.15259)  0.08
H (-1.81165, -2.41811, 0.75981)  0.11
H (-0.13357, -1.60930, 0.87339)  0.11
H (-1.58601, -1.03737, 1.94711)  0.16
H (-1.72773, -1.82148, -1.61407)  0.09
H (-1.04129, -0.30993, -2.42577)  0.11
H (-0.03623, -1.42643, -1.56727)  0.12
H (1.79990, 0.22180, 1.46204)  0.02
H (-2.33938, -0.05396, -0.32269)  0.18
H (0.42930, 2.15677, -1.17676)  0.19

Calculated values
Orbital gap (spin up / spin down) (eV): 8.76 / 9.54
Energy above the lowest of the compared OMol25 structures with the same formula, charge and spin (kcal/mol): 141.21
HOMO (spin up / spin down) (eV): -12.29 / -13.29
Net charge: +1
Lowest unoccupied orbital energy (spin up / spin down) (eV): -3.53 / -3.74

The following is a DFT calculation (the ωB97M-V functional and the def2-TZVPD basis) of C5H15N2O as an isolated structure.

Each line ends with the Löwdin charge.
Positions of all 23 atoms, in Å:
C (1.38504, 1.00680, -1.42910)  -0.20
C (0.14846, 0.02650, -1.79506)  -0.08
C (-0.62758, -0.43626, -0.62916)  -0.08
C (-0.55755, -1.78902, -0.16632)  0.01
N (-0.49621, -1.98930, 1.12329)  0.23
C (-1.56864, 0.54954, -0.03824)  -0.07
N (1.26829, 1.64297, -0.13016)  0.03
H (-1.18266, 2.38164, 1.67295)  0.12
H (2.30342, 0.40166, -1.45156)  0.12
H (0.75619, -0.71266, -2.34618)  0.13
H (-0.45089, 0.45084, -2.60052)  0.15
H (-0.30763, -2.67502, -0.77713)  0.17
H (-0.32503, -2.94249, 1.40981)  0.14
H (0.02121, -1.20228, 1.74930)  0.03
H (-2.35920, 0.86058, -0.71591)  0.14
H (-0.92544, 1.40229, 0.12784)  0.00
H (-2.12577, 0.20920, 0.84079)  0.11
H (-1.65521, 2.32478, 1.00919)  0.07
H (2.14318, 2.04391, 0.20288)  0.11
H (1.48679, 1.75824, -2.22525)  0.12
H (0.63963, 0.14567, 3.04085)  0.00
H (1.12164, 0.83782, 0.49465)  0.03
O (0.34494, 0.06667, 2.13115)  -0.28

Calculated values
Orbital gap (eV): 5.71
Energy above the lowest of the compared OMol25 structures with the same formula, charge and spin (kcal/mol): 168.97
HOMO (eV): -13.22
Net charge: +1
Lowest unoccupied orbital energy (eV): -7.50

The following is a DFT calculation (the ωB97M-V functional and the def2-TZVPD basis) of a 2-piece molecular cluster, C5H15N2O overall.

Each line ends with the Löwdin charge.
Positions of all 23 atoms, in Å:
C (-0.76326, 0.26879, 0.80281)  -0.19
N (-0.06617, 1.27714, -0.31884)  0.10
C (0.87763, 0.51064, -1.10717)  -0.26
C (2.24668, 1.25729, -1.03468)  -0.15
C (3.38099, 0.22636, -1.17292)  -0.22
O (3.04737, -0.30674, -2.52109)  -0.14
C (-1.60532, -0.72587, 0.34816)  0.28
N (-4.72188, -1.10495, 2.89280)  -0.01
H (0.11507, 0.01527, 1.44034)  0.16
H (-1.32068, 0.96785, 1.36865)  0.12
H (-0.97126, 1.26384, -0.88518)  0.13
H (0.96204, -0.54150, -0.76219)  0.12
H (0.67328, 0.41385, -2.20247)  0.14
H (2.37928, 1.82484, -1.97593)  0.13
H (2.35115, 1.75934, -0.02139)  0.14
H (3.29072, -0.60559, -0.41594)  0.12
H (4.41228, 0.56057, -1.22840)  0.11
H (3.63119, -1.09892, -2.75199)  0.13
H (-2.60735, -0.54594, 0.50270)  0.07
H (-1.17766, -1.81099, 0.39575)  0.17
H (-4.55223, -1.51594, 3.80769)  0.01
H (-5.64865, -1.41285, 2.46259)  0.06
H (-3.93323, -0.67649, 2.37668)  -0.02

Calculated values
Orbital gap (eV): 4.27
Energy above the lowest of the compared OMol25 structures with the same formula, charge and spin (kcal/mol): 171.55
HOMO (eV): -12.45
Net charge: +1
Lowest unoccupied orbital energy (eV): -8.18